Computed, not measured: C47H130AsF6O18 as an isolated structure at a distorted geometry, with wB97M-V/def2-TZVPD.

Output
LUMO level (eV): 1.8

```
! RIJCOSX wB97M-V def2-TZVPD def2/J DEFGRID3
* xyz -1 1
As -0.495 -0.296 -0.508
F -1.126 0.313 1.029
F -1.069 1.155 -1.458
F 0.250 -0.922 -2.015
F -0.008 -1.771 0.405
F -2.058 -1.100 -0.819
F 1.066 0.548 -0.184
C -0.595 -2.528 3.642
C -1.502 -3.000 4.793
O -2.724 -3.202 4.211
H -0.994 -1.711 3.041
H -0.464 -3.261 2.847
H 0.363 -2.150 4.001
H -1.612 -2.143 5.458
H -0.944 -3.862 5.159
H -2.661 -3.980 3.652
C -6.239 1.246 -0.201
C -7.259 0.078 -0.326
O -8.542 0.655 -0.597
H -6.437 1.644 0.794
H -6.257 2.052 -0.935
H -5.265 0.760 -0.267
H -7.308 -0.427 0.639
H -6.907 -0.543 -1.150
H -8.436 1.105 -1.439
C 6.424 1.220 1.870
C 7.173 0.048 1.270
O 7.761 0.352 0.056
H 6.956 2.146 2.089
H 6.064 1.012 2.877
H 5.603 1.525 1.221
H 6.500 -0.767 1.003
H 7.972 -0.345 1.898
H 7.222 0.918 -0.502
C -6.593 -3.438 1.789
C -5.820 -3.155 0.468
O -4.905 -4.236 0.276
H -6.007 -3.686 2.674
H -7.302 -4.263 1.717
H -7.030 -2.462 2.002
H -5.266 -2.217 0.524
H -6.424 -3.059 -0.434
H -4.368 -3.970 -0.475
C 3.028 0.659 3.820
C 2.472 1.700 2.854
O 1.224 2.137 3.160
H 2.444 -0.184 3.451
H 2.942 0.920 4.875
H 4.071 0.478 3.558
H 2.728 1.397 1.838
H 3.083 2.578 3.062
H 0.668 1.810 2.449
C -5.118 -4.122 -3.144
C -3.981 -3.037 -3.014
O -3.246 -3.225 -1.850
H -5.663 -4.133 -4.088
H -5.924 -3.857 -2.460
H -4.833 -5.174 -3.178
H -4.472 -2.070 -3.126
H -3.414 -3.136 -3.940
H -2.746 -2.455 -1.570
C 1.950 4.699 -0.172
C 1.649 5.256 1.171
O 2.685 5.130 2.037
H 2.883 5.166 -0.488
H 1.163 5.032 -0.849
H 2.073 3.635 0.030
H 0.764 4.735 1.537
H 1.308 6.280 1.019
H 2.364 5.070 2.940
C 3.010 -4.478 4.859
C 4.348 -4.642 4.112
C 4.526 -5.754 3.083
O 4.544 -3.464 3.453
H 2.214 -4.680 4.142
H 2.987 -3.437 5.181
H 3.025 -5.192 5.682
H 5.173 -4.594 4.822
H 5.437 -5.618 2.500
H 3.668 -5.982 2.451
H 4.654 -6.685 3.635
H 3.902 -3.489 2.739
C -1.426 -7.980 2.738
C -0.836 -6.668 3.186
C -0.157 -5.970 2.096
O -1.813 -5.947 3.829
H -2.262 -8.006 2.039
H -1.746 -8.525 3.627
H -0.665 -8.525 2.179
H -0.104 -6.816 3.980
H 0.694 -6.509 1.682
H 0.243 -5.000 2.392
H -0.827 -5.775 1.258
H -2.617 -6.114 3.331
C 5.919 3.273 -3.373
C 6.769 2.389 -2.399
C 7.823 3.169 -1.699
O 5.881 1.715 -1.482
H 4.840 3.364 -3.249
H 6.016 2.851 -4.373
H 6.354 4.268 -3.456
H 7.195 1.552 -2.952
H 8.452 2.583 -1.028
H 7.348 3.964 -1.125
H 8.575 3.591 -2.366
H 4.984 1.733 -1.824
C -0.176 1.140 6.284
C -0.965 0.801 7.485
C -2.455 0.578 7.241
O -0.455 -0.382 8.049
H 0.857 1.398 6.513
H -0.632 2.067 5.937
H -0.142 0.335 5.550
H -0.811 1.607 8.202
H -2.660 -0.227 6.535
H -2.780 1.514 6.786
H -2.982 0.419 8.181
H 0.438 -0.394 7.696
C 1.476 0.996 -4.309
C 2.684 0.442 -3.555
C 3.805 0.019 -4.517
O 3.144 1.292 -2.583
H 1.913 1.785 -4.922
H 0.790 1.564 -3.680
H 0.999 0.358 -5.053
H 2.484 -0.495 -3.037
H 3.488 -0.901 -5.009
H 4.755 -0.398 -4.181
H 4.072 0.869 -5.144
H 2.411 1.731 -2.146
C 0.823 -3.587 -5.995
C 0.072 -3.283 -4.721
C 0.941 -3.549 -3.511
O -0.267 -1.886 -4.782
H 1.054 -4.610 -6.293
H 1.718 -2.970 -6.058
H 0.256 -3.109 -6.794
H -0.821 -3.906 -4.673
H 1.233 -4.590 -3.377
H 0.324 -3.341 -2.637
H 1.743 -2.811 -3.532
H -0.365 -1.493 -3.912
C 3.649 -2.259 -0.173
C 2.587 -3.357 -0.190
C 3.161 -4.653 -0.731
O 2.098 -3.439 1.146
H 4.405 -2.513 0.569
H 3.229 -1.328 0.209
H 4.118 -2.056 -1.136
H 1.774 -3.036 -0.842
H 3.334 -4.507 -1.798
H 2.507 -5.488 -0.478
H 4.142 -4.885 -0.316
H 1.411 -2.784 1.285
C 1.034 5.817 -5.912
C 0.804 5.188 -4.496
C 2.194 5.051 -3.800
O -0.043 5.874 -3.649
H 1.409 6.841 -5.888
H 0.072 5.822 -6.425
H 1.687 5.198 -6.527
H 0.437 4.181 -4.694
H 2.037 4.518 -2.862
H 2.532 6.047 -3.516
H 2.967 4.416 -4.233
H -0.938 5.766 -3.979
C -4.708 4.340 -4.656
C -3.242 4.765 -4.868
C -3.091 5.767 -6.036
O -2.787 5.348 -3.744
H -5.439 5.134 -4.502
H -4.737 3.637 -3.824
H -5.141 3.886 -5.548
H -2.697 3.830 -4.998
H -4.084 6.099 -6.340
H -2.703 5.307 -6.944
H -2.556 6.692 -5.820
H -2.724 4.656 -3.082
C -2.042 4.727 -0.131
C -2.995 3.752 -0.721
C -4.449 4.267 -0.939
O -2.376 3.383 -1.962
H -2.215 5.017 0.906
H -2.040 5.684 -0.653
H -1.016 4.366 -0.197
H -3.013 2.828 -0.143
H -4.390 5.305 -1.267
H -5.044 4.248 -0.026
H -5.042 3.845 -1.750
H -1.869 2.603 -1.726
C -2.698 2.137 3.268
C -4.053 1.438 3.093
C -3.799 0.041 2.499
O -4.565 1.255 4.432
H -2.110 1.602 4.014
H -2.892 3.042 3.842
H -2.189 2.343 2.326
H -4.781 1.937 2.453
H -3.192 -0.562 3.174
H -3.374 0.084 1.496
H -4.721 -0.523 2.354
H -4.762 2.146 4.730
*
```

Mulliken atomic charge list, values in e, 99 entries: 2.00 -0.46 -1.13 -0.22 -0.90 -0.58 -0.57 0.60 -0.14 -0.48 -0.45 -0.45 0.27 -0.08 0.28 0.34 -0.35 -0.20 -0.58 0.12 0.33 -0.05 0.11 0.20 0.34 -0.87 -0.10 -0.59 0.36 0.33 0.08 0.11 0.28 0.43 -1.24 0.64 -0.52 0.27 0.36 0.30 -0.20 0.13 0.34 -0.67 0.35 -0.43 0.07 0.35 0.00 -0.08 0.26 0.13 -1.30 -0.02 -0.44 0.44 0.19 0.32 0.33 0.24 0.33 -0.60 -0.47 -0.58 0.46 0.18 0.05 0.19 0.45 0.38 -0.72 0.30 -1.23 -0.55 -0.18 0.25 0.48 0.35 0.33 0.18 0.44 0.14 -1.58 0.67 -0.62 -0.52 0.42 0.39 0.41 0.22 0.38 -0.44 0.31 0.35 -0.92 0.78 -1.65 -0.10 -0.06

---

Computed, not measured: a 2-piece molecular cluster, C2H5FNO overall at a distorted geometry, with wB97M-V/def2-TZVPD.

Output
Energy above the lowest of the compared OMol25 structures with the same formula, charge and spin (kcal per mole): 123.6
LUMO level (alpha / beta) (eV): 4.7 / 4.7

```
! RIJCOSX wB97M-V def2-TZVPD def2/J DEFGRID3
* xyz -1 1
C -0.221 0.358 -0.394
C 0.825 -0.762 -0.210
N 1.860 -0.411 0.581
O 2.684 1.086 -0.343
F 0.104 -1.923 0.423
H -1.067 0.260 0.315
H -0.743 0.498 -1.425
H 0.518 1.153 -0.198
H 0.893 -1.199 -1.243
H 2.555 -1.091 0.683
*
```

The molecule's natural (NBO) atomic charges, reported in e, are given here: -0.68 0.34 -0.56 -0.72 -0.47 0.20 0.18 0.29 0.10 0.34

---

Computed, not measured: C5H11AuClNSTl as an isolated structure at a distorted geometry, with wB97M-V/def2-TZVPD.

Output
LUMO level (alpha / beta) (eV): 1.7 / -0.9

```
! RIJCOSX wB97M-V def2-TZVPD def2/J DEFGRID3
* xyz -1 3
Au 0.236 -1.052 0.038
Cl -1.285 3.607 -1.327
C -1.231 0.407 -0.167
H -1.987 0.166 0.591
H -1.662 0.410 -1.177
H -0.792 1.401 0.003
Tl 0.620 -0.747 -2.884
C 1.832 1.028 -2.528
C -1.177 -0.108 -3.915
C 0.855 -2.483 -1.744
H -1.919 -0.915 -3.833
H -1.518 0.818 -3.429
H -0.881 0.072 -4.960
H 2.562 0.779 -1.746
H 2.316 1.272 -3.486
H 1.145 1.823 -2.199
H 0.055 -3.240 -1.790
H 1.878 -2.818 -1.501
S 0.453 0.164 4.677
C 0.309 -0.174 3.134
N 0.189 -0.410 1.971
*
```

The molecule's Mulliken atomic charges, reported in e, are given here: 0.39 -0.86 -1.29 0.46 0.32 0.35 0.89 -1.09 -1.13 -1.06 0.27 0.32 0.31 0.27 0.34 0.27 0.37 0.37 -0.47 0.41 -0.43